No. 1
The following is a DFT calculation (the ωB97M-V functional and the def2-TZVPD basis) of C2H3FS2 as an isolated structure in a non-equilibrium geometry.

CARTESIAN COORDINATES (ANGSTROEM)
1 C -0.86292 -0.54006 -0.82617
2 C 0.75031 0.48961 0.64295
3 F 1.47826 1.56003 0.58044
4 S -1.00330 0.65380 0.58783
5 S 0.93224 -0.61384 -0.79345
6 H -1.52702 -1.30656 -0.61894
7 H -1.06992 -0.18395 -1.79786
8 H 1.30235 -0.05903 2.22520

Cartesian forces, eV/Å:
C 0.6 2.0 0.5
C 1.0 -3.0 3.2
F 1.0 1.9 -0.3
S -0.4 -0.1 -0.7
S 0.4 -0.4 1.2
H -0.5 -2.2 0.5
H -0.8 0.9 -0.9
H -1.3 0.8 -3.5

HOMO-LUMO gap (eV): 9.0
Energy relative to the best compared isomer or geometry (same formula, charge and spin) (kcal per mole): 67.6

***

No. 2
The following is a DFT calculation (the ωB97M-V functional and the def2-TZVPD basis) of an isolated ion of composition C15H19N2O3 and charge -1 in a non-equilibrium geometry.

CARTESIAN COORDINATES (ANGSTROEM)
1 N -3.47274 -1.01203 0.61040
2 C -2.31778 -0.97655 0.40734
3 C -0.87332 -1.03781 0.19755
4 C -0.15162 -0.36515 1.28093
5 C 1.20472 -0.55179 1.55880
6 N 2.24345 -0.55830 2.12470
7 H -0.47288 -2.11011 0.06747
8 H -0.71028 0.25985 1.99492
9 C -4.50661 2.60273 -0.71333
10 C -3.11521 2.37380 -0.18037
11 O -2.42716 1.46645 -1.05447
12 C -1.06726 1.28237 -0.90265
13 C -0.72342 -0.14831 -1.39027
14 C 0.73642 -0.46663 -1.50222
15 O 1.50157 -0.49064 -0.53795
16 C 1.23598 -1.25102 -2.68232
17 C 0.88216 -2.74128 -2.63202
18 C -0.49398 -3.07256 -3.23694
19 C -1.70720 -2.82806 -2.29338
20 C -2.43868 -1.53916 -2.54077
21 C -1.53534 -0.34726 -2.70853
22 O -0.36898 2.08649 -0.33168
23 H -5.05091 3.31904 -0.08811
24 H -4.51631 3.02471 -1.72600
25 H -5.09606 1.68331 -0.74068
26 H -2.56342 3.30549 -0.11208
27 H -3.14281 1.89051 0.79967
28 H 0.90681 -0.80069 -3.61112
29 H 2.31872 -1.12839 -2.60404
30 H 1.64778 -3.31477 -3.17969
31 H 0.97179 -3.06811 -1.58426
32 H -0.63398 -2.54905 -4.20428
33 H -0.45662 -4.15103 -3.47122
34 H -2.41431 -3.64082 -2.49270
35 H -1.40462 -2.91009 -1.24388
36 H -3.08910 -1.62092 -3.42007
37 H -3.11716 -1.33764 -1.70992
38 H -2.18623 0.50449 -2.93732
39 H -0.94057 -0.47349 -3.62554

Cartesian forces, eV/Å:
N 2.5 0.3 -0.4
C -2.3 -1.0 1.2
C 0.4 -0.2 1.5
C -1.7 -0.7 0.1
C 1.2 0.2 3.0
N -1.5 -0.2 -1.2
H -0.8 1.8 -0.3
H 0.3 -0.2 -0.6
C -0.5 0.1 -0.3
C 0.4 -0.2 -0.1
O 0.1 0.1 -0.1
C 0.1 -0.4 0.8
C 1.0 2.7 -0.8
C 0.4 -1.1 0.9
O 0.2 1.0 -2.5
C 0.7 0.3 -0.5
C 0.0 0.2 -0.3
C 0.0 -0.6 0.5
C 0.2 -0.9 -0.7
C -0.9 0.2 -0.3
C -0.3 -0.4 0.2
O -0.4 -0.6 -0.7
H 0.2 -0.1 0.1
H 0.3 -0.1 0.1
H 0.2 0.0 0.1
H 0.2 0.1 0.1
H -0.1 0.2 0.1
H 0.1 -0.1 -0.4
H -0.1 -0.1 -0.2
H -0.2 0.3 0.1
H -0.2 -0.1 -0.2
H 0.1 -0.2 0.4
H -0.2 0.3 0.0
H 0.0 0.0 0.3
H -0.1 -0.2 -0.4
H 0.1 -0.2 -0.1
H 0.0 -0.1 -0.2
H 0.4 -0.1 0.3
H 0.2 0.0 0.6

Net charge: -1
HOMO-LUMO gap (eV): 5.9

***

No. 3
The following is a DFT calculation (the ωB97M-V functional and the def2-TZVPD basis) of a 2-piece molecular cluster, C2H5O3 overall.

CARTESIAN COORDINATES (ANGSTROEM)
1 C 1.02051 1.29996 -0.51818
2 O 0.68383 1.16141 0.84232
3 H 0.68646 0.43422 -1.08098
4 H 2.11027 1.40926 -0.63368
5 H 0.60861 2.22428 -0.93140
6 O -2.40756 -1.00476 0.53591
7 C -1.38487 -1.67051 0.36128
8 O -0.17988 -1.38012 0.59472
9 H -1.50522 -2.70453 -0.08272
10 H 0.36785 0.23079 0.91273

Cartesian forces, eV/Å:
C 0.5 0.4 0.4
O 0.2 0.1 -0.3
H -0.1 0.0 -0.3
H 0.0 -0.2 -0.1
H -0.3 0.0 -0.1
O -0.2 0.1 0.0
C 0.3 -0.3 -0.1
O 0.1 0.1 0.1
H -0.1 0.1 0.1
H -0.4 -0.2 0.2

Net charge: -1
HOMO-LUMO gap (eV): 8.7
Energy relative to the best compared isomer or geometry (same formula, charge and spin) (kcal per mole): 18.2

***

No. 4
The following is a DFT calculation (the ωB97M-V functional and the def2-TZVPD basis) of C5H12DyO3 as an isolated structure in a non-equilibrium geometry.

CARTESIAN COORDINATES (ANGSTROEM)
1 C -3.07045 -0.96815 -0.96483
2 O -2.84826 0.33157 -0.45878
3 H -2.13947 -1.40918 -1.35599
4 H -3.44551 -1.64511 -0.17905
5 H -3.80072 -0.88913 -1.77610
6 H -2.35146 1.50953 0.61272
7 C -1.92681 0.39304 0.75698
8 O -0.59151 0.12591 0.47883
9 C 0.13959 1.02653 -0.35736
10 C 1.58214 0.98906 0.07177
11 O 1.98225 -0.36899 0.14283
12 C 3.36844 -0.54968 0.38265
13 H -2.27630 -0.29034 1.55069
14 H -0.25164 2.04628 -0.25452
15 H 0.02737 0.70751 -1.40197
16 H 1.70685 1.46278 1.05955
17 H 2.19887 1.52734 -0.66437
18 H 3.52693 -1.61139 0.60642
19 H 3.94256 -0.26843 -0.51211
20 H 3.69563 0.05675 1.24039
21 Dy 0.53153 -2.17588 1.02227

Cartesian forces, eV/Å:
C 0.1 -0.5 0.0
O 1.4 -1.8 0.9
H -0.1 0.1 -0.1
H -0.1 0.2 -0.2
H 0.2 -0.1 0.2
H 2.4 -1.5 2.7
C -3.6 3.1 -3.4
O 0.1 -0.5 0.6
C -0.2 0.3 -0.6
C 0.0 0.7 0.1
O -0.5 -0.6 0.1
C 0.8 0.1 0.0
H 0.1 0.6 -0.3
H 0.0 -0.2 0.0
H 0.0 0.1 0.2
H 0.0 -0.1 -0.2
H -0.1 -0.1 0.2
H 0.1 0.2 -0.1
H -0.1 -0.1 0.3
H -0.1 -0.2 -0.2
Dy -0.1 0.3 -0.1

Multiplicity: 6
Net charge: +1
HOMO-LUMO gap (alpha / beta) (eV): 10.2 / 6.4
Energy relative to the best compared isomer or geometry (same formula, charge and spin) (kcal per mole): 46.5

***

No. 5
The following is a DFT calculation (the ωB97M-V functional and the def2-TZVPD basis) of C25H35N5O3PSV as an isolated structure.

CARTESIAN COORDINATES (ANGSTROEM)
1 V 0.69111 -0.96450 1.40348
2 O -0.24186 2.42416 3.53502
3 S -0.55480 1.78605 2.30068
4 O -1.76530 1.00727 2.18948
5 O 0.63295 0.87976 1.88101
6 C -0.64618 3.00522 1.03234
7 C -0.52532 4.33154 1.42648
8 C -0.70472 5.33987 0.49301
9 C -1.01077 5.02512 -0.82318
10 C -1.12414 3.70010 -1.21334
11 C -0.93785 2.66789 -0.28910
12 P -1.08188 0.99738 -0.98795
13 C 0.30000 0.80775 -2.13113
14 C 1.31822 1.75570 -2.23779
15 C 2.41595 1.50356 -3.05135
16 C 2.50062 0.31672 -3.76415
17 C 1.48520 -0.62905 -3.66993
18 C 0.39097 -0.39067 -2.85216
19 C -2.63772 0.95249 -1.86634
20 C -2.74736 0.78923 -3.24432
21 C -4.00556 0.76241 -3.82890
22 C -5.14033 0.89368 -3.04124
23 C -5.03195 1.05434 -1.66369
24 C -3.78268 1.08315 -1.06976
25 H -0.30855 4.55502 2.46126
26 H -0.61632 6.37333 0.79960
27 H -1.16789 5.81120 -1.54928
28 H -1.36926 3.46274 -2.24175
29 H 1.25721 2.68688 -1.69182
30 H 3.19931 2.24492 -3.13879
31 H 3.35080 0.13290 -4.40774
32 H 1.54136 -1.54550 -4.24270
33 H -0.39826 -1.12925 -2.78016
34 H -1.85871 0.69935 -3.85831
35 H -4.09965 0.64383 -4.89967
36 H -6.11831 0.87460 -3.50327
37 H -5.92130 1.16172 -1.05780
38 H -3.68717 1.21626 0.00253
39 N 2.29330 -1.14489 2.95338
40 C 3.66795 -1.61947 2.63706
41 C 4.29336 -0.86262 1.47568
42 C 3.63061 -1.07688 0.12350
43 N 2.29424 -0.42626 0.04300
44 H 2.34981 -0.18202 3.28642
45 H 1.95546 -1.67773 3.75136
46 H 3.61419 -2.68591 2.40393
47 H 4.30455 -1.52425 3.51687
48 H 5.33355 -1.17935 1.39347
49 H 4.32465 0.20835 1.70570
50 H 3.50942 -2.14398 -0.07673
51 H 4.27246 -0.67953 -0.66319
52 H 1.96843 -0.46000 -0.92532
53 H 2.41594 0.56840 0.23414
54 N 0.96445 -3.03929 0.84769
55 C -0.09084 -4.06813 1.11473
56 C -0.57192 -4.03385 2.55415
57 C -1.49126 -2.86130 2.84606
58 N -0.77413 -1.55729 2.87052
59 H 1.12563 -3.03173 -0.15945
60 H 1.83977 -3.37157 1.24832
61 H 0.30614 -5.05241 0.86692
62 H -0.91978 -3.85161 0.44122
63 H 0.27672 -4.05053 3.24926
64 H -1.12686 -4.95376 2.74258
65 H -2.00299 -3.00763 3.79695
66 H -2.25210 -2.79912 2.06846
67 H -0.41218 -1.40403 3.81005
68 H -1.45560 -0.80125 2.74166
69 N -1.78231 -1.54005 -0.34231
70 C -0.91977 -0.70357 -0.00032
71 H -2.54076 -1.27390 -0.97502

Cartesian forces, eV/Å:
V -0.1 -0.4 0.0
O 0.0 -0.1 -0.1
S 0.2 0.0 0.1
O -0.2 -0.1 0.0
O -0.2 0.5 0.0
C 0.1 0.1 0.0
C 0.0 -0.2 0.0
C 0.0 0.1 -0.1
C 0.0 0.1 0.1
C 0.0 -0.2 0.1
C 0.0 0.0 -0.1
P 0.1 -0.2 0.0
C 0.0 0.0 -0.1
C -0.1 -0.1 0.0
C 0.0 0.0 0.0
C 0.0 0.0 0.0
C 0.0 0.0 0.0
C 0.0 0.1 0.0
C -0.1 0.0 0.1
C 0.1 0.0 0.0
C 0.0 0.0 0.0
C 0.0 0.0 0.0
C 0.0 0.0 0.0
C 0.0 0.0 -0.1
H 0.0 0.0 0.0
H 0.0 0.0 0.0
H 0.0 0.0 0.0
H 0.0 0.0 0.0
H 0.0 0.0 0.0
H 0.0 0.0 0.0
H 0.0 0.0 0.0
H 0.0 0.0 0.0
H 0.0 0.0 0.0
H -0.1 0.0 0.0
H 0.0 0.0 0.0
H 0.0 0.0 0.0
H 0.0 0.0 0.0
H 0.0 0.0 0.0
N 0.0 -0.1 0.0
C 0.0 0.0 -0.1
C -0.1 0.0 0.0
C 0.0 0.0 0.1
N 0.1 -0.1 -0.1
H 0.0 0.0 0.0
H 0.0 0.0 0.0
H 0.0 0.0 0.0
H 0.0 0.0 0.0
H 0.0 0.0 0.0
H 0.0 0.0 0.0
H 0.0 0.0 0.0
H 0.0 0.0 0.0
H 0.1 0.0 0.1
H 0.0 0.0 0.0
N 0.0 0.0 -0.1
C 0.0 0.0 0.0
C 0.0 0.0 0.0
C 0.0 0.0 0.0
N -0.1 0.1 0.0
H 0.0 0.0 0.0
H 0.0 0.0 0.0
H 0.0 0.0 0.0
H 0.0 0.0 0.0
H 0.0 0.0 0.0
H 0.0 0.0 0.0
H 0.0 0.0 0.0
H 0.0 0.0 0.0
H 0.0 0.0 0.0
H 0.0 -0.1 0.1
N 0.0 -0.8 0.2
C 0.1 0.9 -0.1
H 0.0 0.2 0.0

Multiplicity: 3
Net charge: +2
HOMO-LUMO gap (alpha / beta) (eV): 8.0 / 8.8

***

No. 6
The following is a DFT calculation (the ωB97M-V functional and the def2-TZVPD basis) of one molecule with the formula C4H7NO2.

CARTESIAN COORDINATES (ANGSTROEM)
1 C 0.07262 1.42085 -0.20861
2 C 0.55170 0.00773 0.12405
3 C 0.98736 -0.09980 1.58160
4 O 0.84926 0.79178 2.38255
5 C -0.46153 -1.11404 -0.12651
6 O -0.67309 -1.98437 0.70121
7 N -1.06580 -1.10942 -1.34580
8 H -0.49228 1.82614 0.63459
9 H 0.92695 2.08012 -0.37936
10 H -0.56466 1.46431 -1.09681
11 H 1.43470 -0.24713 -0.48327
12 H 1.45383 -1.05969 1.86451
13 H -0.96990 -0.34935 -1.99770
14 H -1.76915 -1.81201 -1.51931

Cartesian forces, eV/Å:
C -0.1 0.1 0.0
C 0.0 0.1 0.0
C 0.0 0.2 0.3
O 0.1 -0.4 -0.4
C 0.0 -0.2 0.1
O 0.0 0.3 -0.3
N -0.1 0.0 0.0
H 0.0 -0.1 -0.1
H -0.1 -0.1 0.1
H 0.1 0.0 0.1
H -0.1 0.0 0.1
H -0.1 0.1 0.0
H 0.0 -0.1 0.1
H 0.1 0.1 0.0

SMILES string: C[C@@H](C=O)C(N)=O
HOMO-LUMO gap (eV): 10.6
Energy relative to the best compared isomer or geometry (same formula, charge and spin) (kcal per mole): 12.2